Record 1
C5H10O2 | wB97M-V/def2-TZVPD

Calculated values
SMILES: C[C@@H](O)CCC=O
ΔE to the lowest compared entry with this formula, charge and spin: 30.5 kcal per mole

Last column: Mulliken charge in e.
Geometry (Å):
H 2.84704 1.39838 -0.36460  0.321
H -2.09195 0.83608 0.39579  0.367
O -0.26769 0.28837 -1.61448  -0.573
C 0.15699 -0.66178 0.65055  -0.696
H 2.13814 -0.42476 1.37849  0.367
H 2.10067 -0.81697 -0.33912  0.305
O 1.08269 2.12824 0.30780  -0.515
H -0.26713 -0.09235 1.48738  0.301
H -0.17673 1.18632 -1.26526  0.350
H -0.84677 -1.53316 -1.05932  0.315
H -2.54776 -0.86346 0.59414  0.367
C 1.60089 -0.23237 0.43798  -0.541
C 1.85545 1.21702 0.10686  -0.006
H 0.17427 -1.71563 0.95295  0.345
H -2.83203 -0.03877 -0.96816  0.343
C -2.15454 -0.12717 -0.11722  -1.433
C -0.77153 -0.54799 -0.58379  0.383

Atoms 1-6, force components in eV/Å:
-0.1 0.2 0.2
0.0 0.0 0.0
0.1 0.2 0.1
0.0 0.0 -0.1
0.2 0.0 -0.2
0.0 -0.1 0.1

---

Record 2
C10H45N20O10P2S2 | wB97M-V/def2-TZVPD

Calculated values
Charge: +1

Last column: Mulliken charge in e.
Geometry (Å):
N -1.24840 -2.61469 -1.38837  -0.337
N -0.83594 4.49814 5.55804  -0.365
C -0.42692 -1.82757 -0.63741  0.501
H -2.05131 -5.39892 1.49650  0.185
H 6.75167 0.39168 -2.94800  0.210
H -6.28310 1.99645 4.54019  0.091
N -2.73715 1.56766 4.14768  0.000
N -5.35980 -0.86666 5.61787  -0.302
O -3.05584 -0.63157 3.69674  -0.699
C -5.74712 0.42596 5.72851  0.568
H -5.25764 -1.31140 4.72484  0.179
H -1.88203 -3.71856 1.89100  0.191
O 5.37117 -1.83774 -7.52583  -0.656
H -1.43972 -0.27605 1.85151  0.260
C -0.11241 3.67069 4.75116  0.726
H -1.21900 4.33540 1.89505  0.284
H 3.72947 -3.82695 -2.82528  0.188
H 1.48129 2.42486 4.75719  0.229
N 6.77967 -0.60936 -2.91086  -0.389
C 7.04981 -1.27834 -4.07370  0.621
H -4.15878 -3.84262 4.56656  0.145
H 2.56216 -0.14884 -2.78262  0.163
N -6.03275 1.02702 4.52559  -0.254
O 2.54382 -2.51025 -3.61401  -0.870
S -5.25388 4.50691 4.39729  -0.244
H 1.20260 3.17634 6.29029  0.162
N 6.96329 -0.34706 -8.05995  -0.309
S -8.88761 4.67560 2.79654  -0.079
H -0.98691 -2.97954 -2.28518  0.163
N -3.19638 4.29620 -0.66196  -0.440
H 4.57793 -1.54192 -9.86498  0.225
C 5.86921 -1.09889 -8.35931  0.546
C -3.21345 -4.83403 3.06885  0.485
N 7.08709 -2.62674 -3.95715  -0.272
H 3.75226 0.42541 -3.89652  0.177
H 4.68145 -1.05329 -5.47158  0.099
O -3.06007 2.90516 1.12756  -0.540
H -5.95466 0.54970 3.64681  0.169
N 0.94649 3.05330 5.32889  -0.449
H -2.28964 2.44072 3.93430  -0.047
H -8.95022 4.44223 1.47623  0.238
C -2.49889 0.43391 3.42392  0.482
N 4.01489 -4.80277 -2.79077  -0.242
O -3.70835 -5.92820 3.27293  -0.669
H -3.37533 1.50059 4.91891  0.172
H -1.25308 5.45231 0.55875  0.181
C -2.65422 3.88630 0.53162  0.506
H -0.62005 4.65270 6.52494  0.162
N -3.50765 -3.72951 3.81329  -0.248
H -3.92239 3.72584 -1.05507  0.250
N 3.19035 -0.32549 -3.54292  -0.331
N 5.52236 -6.42564 -2.12769  -0.391
H 1.41503 -0.99322 -0.64919  0.173
C 5.17527 -5.10498 -2.15382  0.666
H 3.43157 -5.49093 -3.22713  0.155
H -4.58656 6.32110 2.33973  0.160
H 1.08005 -1.90706 -2.08758  0.175
H 6.62045 -1.07809 -2.03758  0.178
H 7.31118 -0.42165 -7.11430  0.341
H 4.96772 -7.15004 -2.54142  0.156
N 0.78393 -1.55631 -1.18845  -0.251
H 5.78075 -0.38759 -10.32616  0.156
H -5.07692 -1.35396 6.44742  0.194
H 7.43992 0.23666 -8.72017  0.158
H -1.16613 1.41510 2.19650  0.080
H 6.37552 -6.66918 -1.65977  0.240
O -5.80767 1.04214 6.78168  -0.671
O -0.76450 -1.40535 0.46270  -0.781
N -1.62428 0.54921 2.41052  -0.114
N 4.08351 -1.76707 -5.08922  -0.131
O -0.40574 3.48429 3.57332  -0.714
H 7.26096 -3.16086 -4.78821  0.178
H -7.73005 7.00191 3.77813  0.218
H 6.91881 -3.09257 -3.07798  0.151
O 5.87974 -4.24405 -1.63395  -0.748
H -2.15059 -2.83693 -1.00986  0.225
P -7.53726 6.21738 2.64175  0.030
H 4.13514 -2.67974 -5.50470  0.164
N 5.37833 -0.98556 -9.63024  -0.414
H -7.77687 6.99102 1.49617  0.212
N -1.62763 4.64494 1.02067  -0.300
H -5.60305 4.45744 1.56337  0.126
P -5.50127 5.31126 2.67556  0.289
H -1.62812 4.96231 5.15543  0.183
H -2.86371 5.08944 -1.17749  0.148
O 7.22210 -0.68490 -5.13571  -0.715
H -3.10678 -2.82343 3.63441  0.269
C 3.23526 -1.58855 -4.06517  0.693
N -2.30651 -4.61246 2.06304  -0.306

Atoms 1-6, force components in eV/Å:
-0.1 0.0 0.0
0.0 0.0 -0.1
0.0 -0.1 -0.1
0.0 0.0 0.0
0.1 0.0 0.0
0.0 0.0 0.0

---

Record 3
C49H101N3O23 | wB97M-V/def2-TZVPD

Calculated values
ΔE to the lowest compared entry with this formula, charge and spin: 216.5 kcal per mole

Last column: Mulliken charge in e.
Geometry (Å):
H 0.99543 -7.20076 3.68174  0.288
C 7.90532 5.55347 8.33004  -1.077
H -9.21075 -7.46125 -7.18135  0.285
O 0.95884 -0.61439 11.29176  -0.306
C 6.67626 2.60552 -4.48256  0.690
H -8.89238 1.43800 6.12009  0.279
H -10.63852 2.11534 0.89720  0.248
O -6.10448 -7.06736 3.77920  -0.252
H 3.64270 -9.77774 6.45117  0.382
C -8.77759 3.64354 -9.79282  -0.894
H -2.33028 2.18279 -2.70675  0.298
H 2.55864 -4.19739 -3.94860  0.218
H 1.71073 11.03220 4.19667  0.304
H 13.55803 -4.11173 0.05708  0.278
C 10.38803 -4.40638 -0.28226  -0.023
C 0.02085 0.35341 0.83531  -0.146
H 0.70214 -3.87982 11.93795  0.370
H 9.23916 5.65819 -5.41497  0.306
O 7.25901 1.77132 -3.77224  -0.593
H 7.99850 4.61021 8.86826  0.261
O -2.43210 1.37862 -0.33828  -0.565
C -6.64693 -6.04284 4.38218  0.727
H -7.72377 3.42828 -9.61606  0.305
C -3.19650 9.40195 -5.93931  -0.357
C 1.49752 8.66328 1.51271  -0.294
H 9.11718 3.53454 -4.03584  0.324
H -8.92987 4.71358 -9.65170  0.292
H 1.51616 12.68785 3.63801  0.317
H 10.50727 3.39634 5.59081  0.309
C 2.50181 -8.23690 4.71914  0.715
H -0.34360 -0.67385 0.83169  0.224
H -3.68324 11.37681 -5.43501  0.270
C 4.36366 -9.34285 5.75895  -0.324
H -11.68087 2.07317 5.19390  0.311
C 0.72655 0.15410 10.15372  0.722
C -8.23584 -7.93690 -7.28810  -0.888
H 11.05255 -6.97899 -0.03327  0.299
H 3.56686 -6.64673 -5.57461  0.366
H -8.34361 -8.85023 -6.70302  0.284
H 5.88479 -10.46895 6.47050  0.336
H 1.34695 2.17625 10.03384  0.257
H -8.30628 1.25126 -11.11601  0.310
H 6.45077 -9.59602 5.01969  0.293
H -0.50089 0.86665 1.64307  0.353
H 2.96788 11.61485 3.23379  0.279
H -7.79633 -8.05293 -8.27879  0.275
H 8.29592 6.28444 9.03799  0.346
H -9.91241 1.24658 -11.96359  0.320
O -0.18947 -0.04262 9.32313  -0.571
C 0.30613 -1.85451 11.36012  -0.044
H 10.32270 3.24999 3.90113  0.339
H -6.55211 -6.16253 -3.75714  0.255
H 1.97007 7.92789 -0.36725  0.337
H 0.35833 8.04409 -7.27531  0.238
H -10.24970 1.59764 7.21265  0.371
H 0.09274 -6.74607 -5.31890  0.303
O -10.42137 3.49215 -12.94096  -0.589
H -7.21232 -8.81185 4.34046  0.293
H 9.26509 5.38961 4.51259  0.325
H 6.87229 5.90087 8.34638  0.330
H -0.56349 2.53213 -2.58978  0.289
H -0.14418 8.02971 -8.99544  0.301
O 9.33950 -4.94343 -0.36370  -0.498
H 1.53611 -0.34065 2.20750  0.372
C -9.34073 1.59455 -11.10324  -0.946
H -5.59847 -4.36094 3.54123  0.255
C 2.28682 8.81360 0.18347  -1.022
C 11.64684 -6.41859 -0.75499  -0.904
H -11.02400 0.39868 0.98727  0.288
C -10.52457 1.21766 1.50489  -0.884
C 8.70384 5.61603 -4.46642  -1.166
H -3.70511 10.31873 -4.04731  0.328
H -7.79934 -7.90747 2.96006  0.299
O -7.65623 -5.85344 -6.11897  -0.361
C -9.96789 1.28399 6.20751  -1.142
H 2.63446 1.09032 10.61337  0.288
C -5.73399 -4.88550 4.48705  -0.965
N -9.35941 3.07815 -11.07657  0.052
H -10.24013 0.22897 6.17709  0.329
H 3.47612 -5.48902 -6.79638  0.329
H -9.50583 0.83969 1.59097  0.292
C 5.63454 -10.17554 5.45099  -1.024
H 2.61172 -7.25250 2.86725  0.309
C -7.27184 -7.17116 -6.35577  0.674
O -10.30166 1.48322 3.80136  -0.279
C 8.27340 4.22422 -4.05761  -0.205
C -6.89031 -5.13596 -3.89809  -1.019
C -10.60491 2.07285 5.01951  -0.202
O -1.99143 9.48800 -6.72922  -0.273
H 11.21273 -6.76874 -1.69150  0.284
H 0.46774 -5.79134 -6.76546  0.293
H 2.27916 9.77970 -0.32119  0.314
H 12.72775 -3.18180 -1.18463  0.327
H -5.80987 -5.54674 -5.60385  0.290
H -5.91878 -4.12093 5.24164  0.303
C 1.17155 -2.89850 11.86881  -1.284
C 8.76881 4.46987 4.82224  -0.291
O 0.46464 11.20380 1.47017  -0.549
C 1.79988 1.19141 9.91957  -0.901
H -10.16074 3.06260 5.12536  0.251
C 1.88834 11.70293 3.35603  -1.027
H 1.88873 -0.79732 0.59476  0.308
O -2.41177 7.46362 -7.63040  -0.599
H 7.99887 4.25114 4.08235  0.293
C 5.32358 2.49438 -4.95918  -0.911
H -9.25894 3.18969 -8.92655  0.326
O 3.77378 -8.81621 4.58590  -0.287
H -6.74300 -4.00463 -5.77935  0.353
H -1.25682 0.86882 -3.00718  0.269
C 1.32975 10.84977 2.25839  0.731
O 1.85261 -8.16736 5.80226  -0.577
H 1.43629 -7.17123 -6.44233  0.318
H 10.41715 -3.31092 -0.17593  0.323
H 13.46520 -4.82268 -1.51073  0.318
O 8.18576 4.73350 6.14659  -0.334
H -5.23340 -8.67104 2.04172  0.303
O 9.74769 6.11576 6.93849  -0.517
H 1.66408 -8.62420 2.71503  0.286
O -7.75980 -5.97613 4.94264  -0.590
H 7.90875 6.34619 -4.31542  0.325
H -6.28356 -4.46490 -3.29011  0.343
H -5.64630 -9.92824 3.18891  0.284
H -9.90252 4.94184 -11.63380  0.250
O -6.26301 -7.68304 -5.94998  -0.529
H 1.83701 7.77289 2.04190  0.316
C -1.35068 1.27485 -0.93363  0.649
H -0.48641 -1.95813 12.10123  0.220
N 1.88879 -5.53620 -5.22253  0.060
C 1.45135 0.01187 1.17957  -1.203
H 0.06576 9.55325 -8.19362  0.301
H 3.33397 8.65104 0.43870  0.289
H -0.09709 -2.20100 10.40856  0.304
H 7.89654 4.28863 -3.03686  0.267
H 5.37983 -11.03317 4.82834  0.295
O 0.54754 -4.76694 -3.66036  -0.628
H -6.80157 -9.53552 1.84197  0.297
H 5.25462 1.62093 -5.60758  0.254
C 1.85716 -7.81398 3.41814  -0.971
H 4.91570 3.45595 -5.27083  0.311
C -6.74551 -5.02628 -5.39943  -0.238
C -6.89515 -8.21441 3.48573  -0.259
H -9.95845 1.10846 -10.34810  0.335
C -3.14570 10.56155 -4.95075  -1.003
H 9.35831 5.92973 -3.65318  0.378
C -1.34924 1.79252 -2.43593  -0.906
O 7.17873 3.81279 -4.79425  -0.274
C 9.74171 3.28711 4.82263  -0.974
H -7.89981 -5.06702 -3.49280  0.276
C -1.63152 8.40788 -7.39476  0.710
H 3.91293 -4.99699 -5.15560  0.257
C -6.06857 -9.15145 2.55142  -0.993
N 11.65786 -5.01676 -0.57566  0.080
H 12.69748 -6.70882 -0.75957  0.358
H -4.78812 -5.34674 4.77111  0.298
O -12.26631 2.04333 2.77830  -0.582
H -2.11968 10.91950 -4.86554  0.296
H 2.10324 0.88145 1.09605  0.317
C -9.92934 3.87921 -11.92066  0.240
H 2.25957 1.08241 8.93728  0.297
O -0.15310 0.87595 -0.48250  -0.260
H 4.63420 -8.41493 6.26283  0.279
C -11.13807 1.56088 2.76592  0.722
C 0.89937 -6.36381 -5.94444  -0.867
H 4.66950 2.39624 -4.09278  0.295
H 1.63033 -2.58526 12.80662  0.294
H 2.03388 -3.17659 11.26288  0.355
C 3.23768 -5.62104 -5.74102  -0.922
C 12.91086 -4.19124 -0.81639  -0.842
H -4.12005 9.20559 -6.48391  0.380
H 9.07697 2.42723 4.90527  0.258
O 1.89869 9.61795 2.42311  -0.327
C 8.71342 5.55311 7.01612  0.731
C 1.61790 -4.68464 -4.24825  0.273
C -0.26082 8.52596 -8.03199  -0.910
H 0.44370 8.55613 1.25564  0.333
H -3.22937 8.40794 -5.49326  0.318

Atoms 1-6, force components in eV/Å:
0.1 -0.2 -0.4
0.1 0.8 0.8
0.0 0.2 -0.9
-0.2 1.4 -1.5
2.3 -1.0 2.4
0.1 -0.5 0.2

---

Record 4
C8H16N2 | wB97M-V/def2-TZVPD

Calculated values
ΔE to the lowest compared entry with this formula, charge and spin: 78.5 kcal per mole

Last column: Mulliken charge in e.
Geometry (Å):
H -0.78675 0.79171 2.05932  0.327
H -3.26117 1.65797 -0.64973  0.338
H -1.35685 1.96356 0.10418  0.200
C -1.69600 -1.22362 -0.53635  -1.444
C -0.28943 1.04898 -0.58976  0.486
C 1.57648 -0.45599 -0.04341  1.042
H -2.64373 -1.65630 -0.86017  0.437
C 0.56567 0.31339 0.41128  0.105
H -0.87466 -1.77032 -0.99686  0.321
H -1.79629 0.39062 -2.00411  0.410
C -2.45694 1.16467 -0.11520  -1.143
H 2.01826 -2.17528 1.15175  0.285
C 0.24585 0.49514 1.86519  -1.845
C -1.64572 0.23779 -0.93730  0.458
H 2.65100 -1.01042 -1.68074  0.229
H 0.91610 2.37108 -1.32808  0.267
H 1.27141 -0.07823 -2.01139  0.277
H 0.38681 -0.40356 2.46602  0.431
C 2.49717 -1.24140 0.84844  -1.501
H -1.63101 -1.34912 0.54373  0.287
H -2.65729 0.87800 0.91235  0.325
N 1.71712 -0.75625 -1.39580  -0.517
H 0.87131 1.27723 2.30208  0.338
N 0.17304 1.73127 -1.60930  -0.947
H 3.42983 -1.49363 0.33887  0.454
H 2.77574 -0.70726 1.75499  0.381

Atoms 1-6, force components in eV/Å:
0.0 0.0 -0.3
0.0 0.4 0.4
-3.9 -0.3 0.2
0.0 0.1 -0.2
1.0 -3.8 -4.1
-0.6 0.0 -0.2

---

| no. | HOMO level (hartree) | LUMO energy (eV) | HOMO-LUMO gap (eV) |
| --- | --- | --- | --- |
| 1 | -0.370 | 0.96 | 11.0 |
| 2 | -0.382 | -4.31 | 6.1 |
| 3 | -0.339 | 0.28 | 9.5 |
| 4 | -0.286 | 0.80 | 8.6 |